1) InNO3 | wB97M-V/def2-TZVPD

Properties
Frontier orbital gap   4.39 eV
Charge   +2
Molar mass   176.8 g/mol
LUMO energy   -17.42 eV

Element x y z (Å)
In1 2.46 -0.37 -1.90
N1 -0.62 0.08 0.48
O1 -0.17 -0.91 1.00
O2 -1.75 0.44 0.70
O3 0.09 0.75 -0.28

***

2) InNO3 | wB97M-V/def2-TZVPD

Properties
Frontier orbital gap   4.42 eV
Charge   +2
Molar mass   176.8 g/mol
LUMO energy   -17.47 eV

Element x y z (Å)
In1 -0.06 1.55 -2.63
N1 0.04 -0.40 0.68
O1 -0.62 -0.62 1.71
O2 0.13 0.76 0.24
O3 0.50 -1.29 0.00

***

Tell me which of them is the most stable. Sure, it is 1).

***

1) C45H105N5O5 | wB97M-V/def2-TZVPD

Properties
Frontier orbital gap   8.01 eV
Structure (SMILES)   CCN(CC)CC.CCN(CC)CC.CCN(CC)CC.CCN(CC)CC.CCN(CC)CC.CC(C)=O.CC(C)=O.CC(C)=O.CC(C)=O.CC(C)=O
Molar mass   796.4 g/mol
LUMO energy   0.16 eV

Element x y z (Å)
C1 -4.41 -1.00 2.99
C2 -4.91 0.27 2.36
N1 -4.32 1.45 3.00
C3 -2.84 1.49 3.00
C4 -2.18 1.29 1.62
C5 -5.00 1.73 4.26
C6 -5.02 3.10 4.89
H1 -4.72 -1.19 4.02
H2 -3.36 -1.25 2.88
H3 -4.98 -1.72 2.39
H4 -4.73 0.30 1.28
H5 -5.99 0.28 2.45
H6 -2.56 2.47 3.39
H7 -2.53 0.70 3.68
H8 -2.93 1.53 0.86
H9 -1.35 1.98 1.48
H10 -1.98 0.24 1.40
H11 -4.81 0.94 4.99
H12 -6.07 1.54 4.24
H13 -5.97 3.53 5.23
H14 -4.74 3.76 4.07
H15 -4.20 3.19 5.60
C7 1.61 3.79 6.53
C8 1.37 4.71 5.32
N2 2.49 4.77 4.41
C9 3.14 6.08 4.48
C10 4.14 6.27 5.66
C11 2.07 4.50 2.99
C12 1.86 3.03 2.73
H16 2.64 3.75 6.90
H17 1.29 2.76 6.39
H18 1.08 4.24 7.37
H19 0.44 4.31 4.91
H20 1.16 5.63 5.87
H21 3.77 6.34 3.63
H22 2.36 6.84 4.57
H23 4.57 7.27 5.60
H24 3.58 6.19 6.59
H25 4.89 5.48 5.67
H26 2.93 4.77 2.38
H27 1.28 5.13 2.58
H28 1.06 2.63 3.37
H29 2.80 2.53 2.96
H30 1.61 3.12 1.67
C13 3.61 -6.78 -6.00
C14 4.04 -5.54 -5.28
N3 3.25 -4.37 -5.33
C15 3.33 -3.62 -4.06
C16 2.67 -4.21 -2.81
C17 3.54 -3.59 -6.53
C18 2.42 -2.69 -6.97
H31 2.66 -7.16 -5.62
H32 4.33 -7.60 -6.05
H33 3.48 -6.56 -7.06
H34 4.22 -5.74 -4.22
H35 5.05 -5.28 -5.59
H36 4.37 -3.49 -3.76
H37 3.10 -2.57 -4.21
H38 2.77 -3.46 -2.03
H39 1.62 -4.27 -3.11
H40 3.26 -5.07 -2.48
H41 3.84 -4.15 -7.41
H42 4.41 -2.94 -6.42
H43 1.50 -3.25 -7.14
H44 2.74 -2.23 -7.91
H45 2.20 -1.88 -6.27
C19 1.64 -2.20 3.38
C20 1.67 -1.76 4.84
N4 0.42 -2.16 5.56
C21 -0.82 -1.66 4.90
C22 -2.18 -2.08 5.64
C23 0.55 -1.72 6.97
C24 1.70 -2.44 7.71
H46 1.69 -3.27 3.19
H47 2.54 -1.77 2.93
H48 0.77 -1.85 2.82
H49 2.56 -2.15 5.34
H50 1.80 -0.68 4.85
H51 -0.77 -1.95 3.85
H52 -0.73 -0.58 5.02
H53 -3.13 -1.59 5.41
H54 -2.15 -2.02 6.73
H55 -2.42 -3.14 5.64
H56 0.77 -0.66 6.96
H57 -0.35 -2.06 7.49
H58 1.91 -3.46 7.38
H59 2.70 -2.00 7.70
H60 1.27 -2.53 8.71
C25 -4.50 0.63 -4.39
C26 -4.98 2.05 -4.06
N5 -4.04 2.73 -3.12
C27 -2.65 2.75 -3.64
C28 -1.81 3.82 -2.90
C29 -4.19 2.21 -1.73
C30 -5.49 2.48 -1.10
H61 -3.94 0.16 -3.57
H62 -3.85 0.70 -5.26
H63 -5.26 -0.12 -4.61
H64 -5.16 2.70 -4.91
H65 -5.99 2.12 -3.65
H66 -2.21 1.75 -3.65
H67 -2.79 2.94 -4.70
H68 -1.44 3.45 -1.94
H69 -0.95 4.09 -3.51
H70 -2.43 4.68 -2.66
H71 -3.48 2.80 -1.14
H72 -3.90 1.16 -1.68
H73 -6.28 1.88 -1.54
H74 -5.76 3.53 -1.21
H75 -5.53 2.22 -0.04
C31 1.17 1.62 -1.28
C32 0.36 0.33 -0.97
C33 1.04 -0.63 -0.06
O1 -0.72 0.11 -1.49
H76 0.77 2.53 -0.86
H77 1.29 1.70 -2.36
H78 2.13 1.53 -0.77
H79 0.23 -0.81 0.64
H80 2.00 -0.31 0.35
H81 1.17 -1.53 -0.67
C34 5.39 3.54 0.69
C35 5.17 2.21 -0.07
C36 5.41 2.24 -1.56
O2 4.77 1.21 0.48
H82 4.61 4.22 0.35
H83 6.32 4.12 0.63
H84 5.14 3.35 1.74
H85 6.22 1.59 -1.89
H86 5.62 3.25 -1.92
H87 4.61 1.77 -2.13
C37 -2.25 -2.32 -3.62
C38 -1.83 -2.50 -5.05
C39 -0.78 -3.57 -5.36
O3 -2.35 -1.88 -5.97
H88 -3.32 -2.37 -3.42
H89 -1.90 -1.33 -3.32
H90 -1.88 -3.12 -2.98
H91 -0.47 -3.61 -6.40
H92 -1.12 -4.55 -5.04
H93 0.14 -3.44 -4.79
C40 0.26 0.14 -6.93
C41 0.05 1.62 -6.62
C42 0.59 2.08 -5.27
O4 -0.56 2.35 -7.48
H94 -0.51 -0.23 -7.61
H95 0.29 -0.39 -5.98
H96 1.22 0.10 -7.45
H97 0.36 3.10 -4.97
H98 1.68 2.04 -5.31
H99 0.28 1.40 -4.47
C43 -0.78 -6.79 0.11
C44 -1.41 -5.43 0.32
C45 -0.55 -4.22 0.89
O5 -2.59 -5.33 0.07
H100 -0.08 -6.94 0.93
H101 -0.33 -6.90 -0.88
H102 -1.62 -7.46 0.29
H103 -0.16 -4.25 1.91
H104 -1.17 -3.32 0.86
H105 0.34 -4.21 0.26

***

2) C45H105N5O5 | wB97M-V/def2-TZVPD

Properties
Frontier orbital gap   8.21 eV
Structure (SMILES)   CCN(CC)CC.CCN(CC)CC.CCN(CC)CC.CCN(CC)CC.CCN(CC)CC.CC(C)=O.CC(C)=O.CC(C)=O.CC(C)=O.CC(C)=O
Molar mass   796.4 g/mol
LUMO energy   0.46 eV

Element x y z (Å)
C1 -5.32 12.30 12.59
C2 -5.38 13.00 14.01
N1 -5.95 14.34 14.00
C3 -5.51 15.29 12.96
C4 -3.99 15.58 13.07
C5 -6.07 14.75 15.38
C6 -7.27 15.77 15.47
H1 -4.63 12.83 11.93
H2 -6.35 12.37 12.24
H3 -5.04 11.26 12.72
H4 -5.86 12.27 14.66
H5 -4.37 13.04 14.41
H6 -5.80 14.86 12.01
H7 -6.07 16.21 13.14
H8 -3.75 16.34 12.33
H9 -3.89 15.94 14.09
H10 -3.44 14.69 12.76
H11 -5.07 15.04 15.71
H12 -6.41 13.89 15.95
H13 -8.16 15.48 16.02
H14 -7.58 16.36 14.61
H15 -6.84 16.50 16.15
C7 -6.67 10.69 22.40
C8 -5.22 11.01 22.13
N2 -5.01 11.96 21.01
C9 -3.68 12.58 21.02
C10 -3.40 13.63 19.96
C11 -5.68 11.64 19.73
C12 -4.90 10.39 19.12
H16 -7.35 11.55 22.37
H17 -6.80 10.20 23.36
H18 -7.04 10.05 21.60
H19 -4.80 11.38 23.06
H20 -4.63 10.14 21.83
H21 -3.46 12.99 22.00
H22 -2.99 11.76 20.85
H23 -3.41 13.32 18.91
H24 -4.11 14.45 19.96
H25 -2.51 14.25 20.08
H26 -5.74 12.50 19.08
H27 -6.74 11.51 19.94
H28 -3.86 10.56 18.85
H29 -5.42 10.12 18.20
H30 -4.92 9.53 19.79
C13 1.96 20.46 18.80
C14 1.25 20.10 17.49
N3 0.39 21.22 17.01
C15 -0.55 21.72 18.03
C16 -1.58 20.64 18.35
C17 1.17 22.35 16.54
C18 1.81 21.94 15.22
H31 2.64 21.30 18.63
H32 2.53 19.62 19.18
H33 1.22 20.78 19.54
H34 2.01 19.74 16.79
H35 0.66 19.19 17.57
H36 -0.12 22.22 18.90
H37 -1.15 22.52 17.59
H38 -1.70 19.83 17.63
H39 -1.40 20.29 19.37
H40 -2.50 21.16 18.61
H41 1.79 22.74 17.34
H42 0.49 23.17 16.31
H43 2.77 21.50 15.46
H44 2.09 22.89 14.77
H45 1.27 21.27 14.55
C19 -11.30 12.37 21.46
C20 -10.26 13.05 20.59
N4 -9.45 14.06 21.38
C21 -10.18 15.35 21.48
C22 -9.77 16.36 22.60
C23 -8.03 14.29 20.91
C24 -7.87 14.93 19.47
H46 -11.95 11.64 20.98
H47 -11.97 13.05 21.99
H48 -10.79 11.73 22.16
H49 -9.61 12.20 20.37
H50 -10.53 13.63 19.71
H51 -11.23 15.19 21.73
H52 -10.25 15.79 20.49
H53 -9.10 17.20 22.45
H54 -9.44 15.91 23.53
H55 -10.70 16.91 22.72
H56 -7.64 14.97 21.67
H57 -7.51 13.34 21.01
H58 -8.07 14.28 18.61
H59 -8.46 15.84 19.42
H60 -6.83 15.25 19.42
C25 3.33 17.34 20.78
C26 2.47 16.27 20.18
N5 1.27 15.91 20.95
C27 0.77 14.62 20.35
C28 -0.02 13.68 21.36
C29 0.23 16.82 21.34
C30 -0.49 17.62 20.12
H61 4.28 17.26 20.26
H62 3.54 16.84 21.72
H63 3.09 18.41 20.77
H64 2.26 16.42 19.12
H65 3.13 15.40 20.25
H66 0.12 14.88 19.51
H67 1.56 14.00 19.93
H68 -0.30 12.71 20.97
H69 0.66 13.41 22.17
H70 -0.86 14.15 21.88
H71 0.63 17.56 22.03
H72 -0.53 16.31 21.94
H73 -1.11 18.47 20.42
H74 -1.08 16.96 19.49
H75 0.15 18.11 19.39
C31 -4.44 16.84 18.76
C32 -4.98 18.22 19.09
C33 -5.00 19.20 18.00
O1 -5.62 18.48 20.12
H76 -3.68 16.67 19.53
H77 -3.98 16.81 17.78
H78 -5.33 16.21 18.62
H79 -5.78 19.93 18.20
H80 -5.10 18.73 17.02
H81 -4.08 19.77 17.89
C34 -9.23 20.17 14.71
C35 -8.20 19.45 15.60
C36 -8.56 19.02 16.99
O2 -7.01 19.37 15.23
H82 -9.90 20.86 15.22
H83 -9.76 19.40 14.15
H84 -8.59 20.55 13.92
H85 -7.69 18.41 17.25
H86 -9.50 18.51 17.17
H87 -8.58 19.84 17.71
C37 -0.21 16.50 15.15
C38 -1.17 16.53 16.32
C39 -1.63 15.22 16.97
O3 -1.67 17.60 16.61
H88 -0.44 17.38 14.55
H89 -0.35 15.50 14.72
H90 0.73 16.55 15.70
H91 -1.78 15.38 18.04
H92 -1.03 14.33 16.76
H93 -2.66 14.96 16.76
C40 -3.25 19.04 14.40
C41 -3.37 20.45 13.82
C42 -3.07 21.59 14.77
O4 -3.86 20.65 12.70
H94 -4.09 18.82 15.05
H95 -2.25 18.80 14.76
H96 -3.26 18.28 13.61
H97 -3.42 22.55 14.38
H98 -1.98 21.60 14.84
H99 -3.36 21.51 15.82
C43 -9.80 20.69 23.92
C44 -9.03 20.39 22.61
C45 -7.51 20.45 22.67
O5 -9.65 20.12 21.60
H100 -10.86 20.56 23.71
H101 -9.73 21.71 24.29
H102 -9.55 20.08 24.78
H103 -7.16 20.48 21.64
H104 -7.11 19.64 23.28
H105 -7.11 21.37 23.09

***

Tell me which of them is the most stable. Sure, it is 1).

***

1) C2H4ClN | wB97M-V/def2-TZVPD

Properties
Frontier orbital gap   11.07 eV
Structure (SMILES)   C=NCCl
Molar mass   77.5 g/mol
LUMO energy   0.98 eV

Element x y z (Å)
C1 -1.04 0.56 -0.18
N1 -0.46 -0.51 0.15
C2 1.13 -0.53 0.03
Cl1 1.80 0.90 -0.80
H1 -2.14 0.56 0.05
H2 -0.84 1.52 -0.84
H3 1.32 -1.44 -0.67
H4 1.45 -0.80 1.07

***

2) C2H4ClN | wB97M-V/def2-TZVPD

Properties
Frontier orbital gap   9.96 eV
Molar mass   77.5 g/mol
LUMO energy   0.13 eV

Element x y z (Å)
C1 -0.02 0.11 -0.46
C2 0.10 0.48 0.89
N1 -0.17 0.40 -1.60
Cl1 0.09 -2.21 -0.23
H1 -0.03 1.48 1.08
H2 0.97 0.24 1.35
H3 -0.64 -0.16 1.27
H4 -0.30 -0.34 -2.29

***

3) C2H4ClN | wB97M-V/def2-TZVPD

Properties
Frontier orbital gap   9.37 eV
Molar mass   77.5 g/mol
LUMO energy   1.13 eV

Element x y z (Å)
C1 -0.47 -0.55 -0.37
C2 1.31 0.68 0.16
N1 -1.21 -0.70 0.60
Cl1 2.67 -0.40 0.03
H1 -0.35 -0.87 -1.34
H2 1.37 1.52 -0.51
H3 1.06 0.59 1.21
H4 -2.00 -1.24 0.65

***

Tell me which of them is the most stable. Sure, it is 2).

***

1) C3H13N2O | wB97M-V/def2-TZVPD

Properties
Frontier orbital gap   10.55 eV
Charge   +1
Molar mass   93.1 g/mol
LUMO energy   -3.01 eV

Element x y z (Å)
C1 0.95 0.61 -0.09
C2 -0.01 1.71 0.39
C3 -1.34 1.27 1.03
N1 -2.21 0.61 -0.02
N2 0.23 -0.58 -0.64
H1 1.53 0.97 -0.94
H2 1.60 0.34 0.74
H3 -0.31 2.41 -0.39
H4 0.40 2.36 1.17
H5 -1.90 2.16 1.32
H6 -1.23 0.54 1.83
H7 -2.71 1.36 -0.50
H8 -0.46 -0.84 0.06
H9 -2.96 0.05 0.36
H10 -0.14 -0.43 -1.57
H11 0.88 -1.38 -0.75
H12 2.18 -3.27 0.32
H13 2.27 -3.48 -1.13
O1 2.06 -2.80 -0.48

***

2) C3H13N2O | wB97M-V/def2-TZVPD

Properties
Frontier orbital gap   10.66 eV
Charge   +1
Molar mass   93.1 g/mol
LUMO energy   -2.98 eV

Element x y z (Å)
C1 -0.76 0.87 -0.98
C2 -0.07 1.33 0.32
C3 1.38 1.23 0.30
N1 1.78 -0.20 0.20
N2 -0.51 -0.60 -1.11
H1 -0.37 1.35 -1.90
H2 -1.81 1.15 -1.05
H3 -0.53 0.79 1.16
H4 -0.43 2.37 0.34
H5 1.74 1.72 -0.63
H6 1.91 1.80 1.07
H7 1.65 -0.58 1.14
H8 2.77 -0.33 0.00
H9 -0.64 -1.02 -2.02
H10 1.15 -0.67 -0.53
H11 -0.97 -1.12 -0.36
H12 -2.54 -1.93 0.88
H13 -1.58 -2.91 1.25
O1 -1.62 -1.94 1.15

***

Tell me which of them is the most stable. Sure, it is 1).

***

1) C3H13N2O | wB97M-V/def2-TZVPD

Properties
Frontier orbital gap   10.32 eV
Charge   +1
Molar mass   93.1 g/mol
LUMO energy   -3.21 eV

Element x y z (Å)
N1 -0.50 1.29 -0.09
C1 -0.43 -0.08 -0.77
C2 -1.84 -0.65 -0.78
C3 0.60 -0.98 -0.06
N2 1.33 -1.72 -1.10
H1 0.24 1.91 -0.42
H2 -0.23 1.21 0.91
H3 -1.42 1.75 -0.15
H4 -0.08 0.07 -1.78
H5 -2.42 -0.40 0.11
H6 -1.86 -1.73 -0.87
H7 -2.38 -0.23 -1.63
H8 1.24 -0.38 0.59
H9 0.08 -1.66 0.62
H10 2.30 -1.44 -1.10
H11 1.35 -2.70 -0.88
H12 2.02 2.14 2.13
H13 0.91 1.71 3.10
O1 1.09 1.91 2.16

***

2) C3H13N2O | wB97M-V/def2-TZVPD

Properties
Frontier orbital gap   10.90 eV
Charge   +1
Molar mass   93.1 g/mol
LUMO energy   -2.89 eV

Element x y z (Å)
C1 0.26 0.02 -1.24
C2 -0.08 1.38 -0.72
C3 -1.53 1.54 -0.27
N1 -1.94 0.43 0.57
N2 0.34 -0.91 -0.03
H1 -0.47 -0.48 -1.87
H2 1.22 0.04 -1.69
H3 0.56 1.49 0.16
H4 0.26 2.21 -1.34
H5 -2.10 1.49 -1.20
H6 -1.70 2.51 0.20
H7 -2.10 0.68 1.53
H8 -2.70 -0.15 0.26
H9 0.04 -1.85 -0.27
H10 -0.35 -0.54 0.65
H11 1.25 -1.02 0.42
H12 2.99 -2.98 1.21
H13 3.41 -1.72 2.02
O1 2.66 -2.16 1.60

***

Tell me which of them is the most stable. Sure, it is 2).

***

1) C3H13N2O | wB97M-V/def2-TZVPD

Properties
Frontier orbital gap   11.66 eV
Charge   +1
Molar mass   93.1 g/mol
LUMO energy   -3.09 eV

Element x y z (Å)
N1 0.97 -0.27 -1.55
C1 -0.42 -0.30 -0.79
C2 -0.40 0.96 0.17
N2 0.95 1.52 0.17
C3 1.65 0.89 1.53
H1 1.50 0.56 -1.05
H2 0.86 -0.25 -2.59
H3 1.62 -1.09 -1.37
H4 -0.51 -1.24 -0.38
H5 -1.16 -0.42 -1.49
H6 -0.81 0.59 1.09
H7 -1.15 1.75 -0.05
H8 0.86 2.55 0.43
H9 1.30 -0.15 1.43
H10 2.79 1.18 1.51
H11 1.35 1.24 2.59
H12 -3.51 -2.05 0.62
H13 -3.01 -3.20 -0.19
O1 -2.88 -2.27 -0.07

***

2) C3H13N2O | wB97M-V/def2-TZVPD

Properties
Frontier orbital gap   11.23 eV
Charge   +1
Molar mass   93.1 g/mol
LUMO energy   -2.93 eV

Element x y z (Å)
C1 -0.58 0.56 0.34
C2 0.90 0.70 0.19
C3 1.49 0.71 -1.09
N1 1.11 -0.36 -2.09
N2 -0.98 -0.75 -0.34
H1 -1.20 1.29 -0.15
H2 -0.75 0.47 1.38
H3 1.30 0.05 1.00
H4 1.30 1.60 0.59
H5 1.35 1.66 -1.66
H6 2.56 0.55 -0.82
H7 1.91 -0.96 -2.24
H8 0.92 0.19 -2.96
H9 -2.03 -0.71 -0.18
H10 -0.54 -0.74 -1.36
H11 -0.56 -1.50 0.24
H12 -2.51 -0.31 3.28
H13 -1.73 -1.65 3.22
O1 -1.97 -0.81 2.67

***

3) C3H13N2O | wB97M-V/def2-TZVPD

Properties
Frontier orbital gap   11.47 eV
Charge   +1
Molar mass   93.1 g/mol
LUMO energy   -3.22 eV

Element x y z (Å)
N1 0.24 0.78 -1.43
C1 0.82 -0.46 -0.68
C2 -0.19 -1.59 -0.52
C3 1.19 0.05 0.83
N2 0.00 0.32 1.61
H1 0.92 1.44 -1.77
H2 -0.38 1.28 -0.74
H3 -0.30 0.46 -2.24
H4 1.65 -0.91 -1.39
H5 -1.14 -1.24 -0.10
H6 0.29 -2.39 0.15
H7 -0.27 -2.11 -1.43
H8 1.94 -0.73 1.18
H9 1.78 0.94 0.68
H10 0.02 -0.39 2.33
H11 0.19 1.21 2.10
H12 -3.02 1.17 0.50
H13 -1.61 0.78 0.73
O1 -2.13 1.39 0.19

***

Tell me which of them is the most stable. Sure, it is 3).